(1)
Below is a cluster of 3 separate species, C3H14N2O2S in total in a non-equilibrium geometry, with properties calculated with wB97M-V/def2-TZVPD.

XYZ file:
```
22
Properties=species:S:1:pos:R:3:forces:R:3
N 1.151 0.251 3.089 -1.479 -2.136 -2.299
C 1.782 -0.626 2.035 -3.952 0.693 -0.105
C 1.400 0.090 0.685 2.163 0.578 0.443
S 2.055 1.861 0.841 0.341 -1.240 -1.992
C 1.064 -2.008 2.206 3.784 -0.737 -3.254
N 1.410 -2.776 0.881 3.470 0.041 3.509
H 1.805 0.543 3.714 1.951 0.989 2.403
H 0.430 -0.336 3.518 0.529 0.691 0.350
H 2.827 -0.734 2.050 1.461 0.025 0.581
H 0.356 0.019 0.511 -1.097 0.375 -0.028
H 1.896 -0.260 -0.263 -0.213 0.190 1.109
H 1.491 2.284 1.928 -0.809 0.012 1.019
H 1.647 -2.656 2.929 -1.516 1.013 -0.045
H 0.009 -1.836 2.274 -0.557 -0.479 0.470
H 2.440 -2.427 0.735 -2.436 -1.267 0.033
H 0.942 -2.398 0.137 -1.682 1.286 -2.249
H -2.219 2.511 -4.428 0.137 0.218 -0.013
H -3.577 3.353 -4.571 1.519 -2.559 -0.759
O -3.086 2.448 -4.878 -0.718 2.799 0.614
H -3.931 1.124 -4.147 -0.165 0.448 -0.134
H -5.034 0.733 -5.082 -0.155 -0.025 -1.077
O -4.859 0.840 -4.164 -0.575 -0.913 1.423
```
Forces are in eV/Å.

Calculated values
Net charge = -1
<S²> = 0.75
HOMO-LUMO gap (spin up / spin down) = 0.068 / 0.343 hartree
Multiplicity = 2
LUMO (spin up / spin down) = 2.651 / 2.641 eV
Highest occupied orbital energy (spin up / spin down) = 0.7962 / -6.6849 eV

natural (NBO) atomic charge list, values in e, 6 entries: atom 1 (N): -0.85, atom 2 (C): -0.09, atom 3 (C): -0.57, atom 4 (S): -0.19, atom 5 (C): -0.25, atom 6 (N): -0.82

(2)
Below is a cluster of 2 separate species, C3H10S2 in total in a non-equilibrium geometry, with properties calculated with wB97M-V/def2-TZVPD.

XYZ file:
```
15
Properties=species:S:1:pos:R:3:forces:R:3
C 1.119 -0.086 0.928 -0.513 -1.162 0.513
C 2.604 -0.207 0.623 0.898 3.711 -0.988
S 3.127 -1.378 -0.634 0.620 -0.897 -0.020
H 0.608 -0.777 1.644 0.962 0.004 -0.512
H 0.959 0.893 1.366 -0.178 0.279 -0.296
H 0.598 -0.217 -0.015 -0.392 0.420 -0.084
H 3.264 -0.188 1.493 -0.234 -0.351 -0.051
H 2.790 0.847 0.077 -0.099 -2.093 1.380
H 4.497 -1.261 -0.498 -1.074 0.091 0.054
C -4.290 1.079 -0.755 -0.085 0.182 0.711
S -2.661 0.851 0.153 -0.832 -0.164 -1.064
H -4.919 0.162 -0.798 0.909 0.441 -0.458
H -4.128 1.614 -1.716 -0.200 -0.688 0.666
H -4.847 1.722 -0.061 0.089 0.160 -0.564
H -3.247 1.197 1.279 0.130 0.067 0.714
```
Forces are in eV/Å.

Calculated values
HOMO-LUMO gap = 0.354 hartree
SMILES string = CCS.CS
LUMO = 0.899 eV
Highest occupied orbital energy = -8.7347 eV

natural (NBO) atomic charge list, values in e, 6 entries: atom 1 (C): -0.62, atom 2 (C): -0.53, atom 3 (S): -0.05, atom 4 (H): 0.21, atom 5 (H): 0.22, atom 6 (H): 0.22

(3)
Below is a structure of composition C24H31BaN3OSi2, with properties calculated with wB97M-V/def2-TZVPD.

XYZ file:
```
62
Properties=species:S:1:pos:R:3:forces:R:3
Ba 0.305 0.064 -0.011 -0.568 0.556 -0.024
C 4.820 4.657 -0.567 0.002 -0.040 -0.011
C 4.512 3.301 -0.639 0.110 0.030 -0.004
C 3.221 2.762 -0.460 -0.098 -0.099 -0.016
C 2.253 3.753 -0.256 -0.003 0.037 0.082
C 2.513 5.125 -0.173 -0.020 0.103 0.009
C 3.810 5.586 -0.322 -0.020 -0.045 -0.003
N 0.889 3.293 -0.087 0.286 -0.029 -0.113
N 0.025 4.127 -0.380 -0.178 -0.036 0.038
C -1.336 3.681 -0.206 -0.010 -0.135 0.009
C -2.259 4.726 -0.214 0.033 0.060 -0.008
C -3.610 4.464 -0.032 0.024 -0.061 0.007
C -4.007 3.144 0.144 0.003 0.032 0.006
C -3.052 2.125 0.119 -0.027 0.035 -0.038
C -1.673 2.324 -0.068 -0.183 -0.110 0.037
H 5.848 4.997 -0.691 0.004 -0.007 0.003
H 5.344 2.620 -0.828 0.006 0.007 -0.001
H 3.079 0.367 -0.197 0.039 0.191 -0.061
H 1.695 5.814 0.009 0.037 0.004 0.000
H 4.033 6.646 -0.246 -0.002 0.002 0.004
H -1.897 5.740 -0.359 -0.009 0.002 0.005
H -4.336 5.271 -0.028 0.001 0.005 0.001
H -5.057 2.905 0.290 0.002 0.005 -0.002
H -3.425 1.110 0.250 0.013 -0.009 -0.023
C -3.835 -4.002 -2.124 0.018 -0.013 -0.005
Si -3.113 -2.349 -1.493 0.002 0.034 0.042
C -4.559 -1.145 -1.594 -0.010 0.016 0.035
C -1.905 -1.838 -2.858 -0.011 0.009 -0.040
C -2.277 -2.450 0.109 0.226 -0.094 -0.032
C -1.094 -3.349 0.048 -0.167 -0.066 0.057
C -1.213 -4.757 0.056 0.072 -0.010 0.007
C -0.093 -5.561 -0.009 -0.044 -0.004 0.008
C 1.165 -4.974 -0.084 0.034 0.039 0.002
C 1.224 -3.592 -0.088 0.054 0.077 0.009
N 0.142 -2.815 -0.022 -0.106 0.109 -0.039
Si -3.116 -2.487 1.708 -0.028 -0.007 -0.032
C -4.392 -1.126 1.973 -0.005 0.020 -0.022
C -4.073 -4.091 2.120 -0.020 0.001 -0.006
C -1.864 -2.333 3.120 -0.001 0.005 0.020
H -4.312 -3.890 -3.104 -0.003 0.012 0.003
H -4.582 -4.389 -1.423 0.017 0.013 -0.017
H -3.049 -4.756 -2.221 -0.005 -0.019 -0.003
H -4.952 -1.146 -2.615 0.003 -0.004 -0.005
H -4.239 -0.130 -1.357 -0.019 0.031 0.015
H -5.380 -1.409 -0.922 0.020 -0.020 -0.023
H -2.375 -1.909 -3.844 0.026 -0.002 -0.010
H -1.016 -2.474 -2.860 0.005 -0.001 0.008
H -1.580 -0.801 -2.727 -0.014 0.009 0.011
H -2.204 -5.187 0.107 -0.007 -0.018 -0.008
H -0.200 -6.641 -0.004 0.016 -0.003 0.000
H 2.074 -5.559 -0.139 -0.013 -0.030 0.003
H 2.165 -3.049 -0.140 0.011 -0.004 -0.004
H -5.203 -1.176 1.243 0.008 0.013 0.026
H -3.937 -0.137 1.895 -0.012 0.000 0.006
H -4.833 -1.221 2.970 0.005 -0.014 0.005
H -4.849 -4.267 1.367 0.015 -0.005 0.024
H -4.558 -4.038 3.101 -0.001 0.009 0.001
H -3.411 -4.961 2.123 0.005 -0.007 0.002
H -1.374 -1.355 3.100 0.004 -0.003 0.002
H -1.085 -3.097 3.041 0.004 0.001 -0.005
H -2.350 -2.443 4.094 0.013 -0.006 0.004
O 2.530 -0.424 -0.092 0.463 -0.569 0.066
```
Forces are in eV/Å.

Calculated values
Net charge = -2
HOMO-LUMO gap = 0.197 hartree
LUMO = 4.363 eV
Highest occupied orbital energy = -1.0047 eV

Mulliken atomic charge list, values in e, 6 entries: atom 1 (Ba): 1.50, atom 2 (C): -0.55, atom 3 (C): -0.02, atom 4 (C): -0.97, atom 5 (C): 0.42, atom 6 (C): -0.44

(4)
Below is an isolated molecule of C8H16O4Se in a non-equilibrium geometry, with properties calculated with wB97M-V/def2-TZVPD.

XYZ file:
```
29
Properties=species:S:1:pos:R:3:forces:R:3
C -3.182 1.116 -1.726 -0.359 -0.873 0.845
O -1.927 1.686 -1.293 0.754 -0.614 0.622
C -1.147 1.057 -0.252 -4.713 -2.250 0.082
O -0.842 -0.252 -0.784 -0.948 2.012 -1.153
C -0.054 -1.089 -0.093 3.927 0.721 2.342
C -0.680 -1.920 1.000 1.159 0.016 1.773
C 1.334 -0.112 0.590 -1.677 -1.068 -2.165
Se 2.699 0.058 -0.815 0.380 -0.316 0.164
C 4.288 0.300 0.402 -3.223 -0.054 1.562
C 0.978 1.320 1.021 -0.095 0.243 1.809
O 2.146 2.178 1.036 -1.065 0.614 -0.370
C -0.050 1.954 0.061 1.993 -0.563 0.563
O -0.533 3.190 0.602 -0.653 -0.292 -2.594
H -3.359 1.613 -2.708 -0.149 -0.549 0.868
H -3.970 1.381 -0.950 0.688 -0.185 -1.074
H -3.219 -0.049 -1.834 0.564 2.149 0.093
H -1.806 0.906 0.685 0.704 0.198 -1.160
H 0.464 -1.813 -0.756 -0.368 0.770 -0.043
H 0.086 -2.650 1.368 -0.637 0.569 -0.276
H -1.542 -2.460 0.751 -1.081 -1.086 -1.368
H -1.090 -1.422 1.880 0.603 0.731 0.114
H 1.801 -0.796 1.267 0.027 0.149 1.018
H 3.975 0.982 1.286 0.532 -1.873 -1.245
H 4.677 -0.700 0.522 0.220 0.121 0.733
H 4.888 0.888 -0.166 2.128 1.518 -1.708
H 0.685 1.408 2.119 -0.624 -0.684 -1.365
H 1.716 3.055 0.962 0.747 -0.288 0.169
H 0.470 2.005 -0.899 0.350 0.896 -0.067
H -1.085 3.490 -0.194 0.815 -0.013 1.830
```
Forces are in eV/Å.

Calculated values
HOMO-LUMO gap = 0.319 hartree
SMILES string = CO[C@H]1O[C@H](C)[C@@H]([Se]C)[C@@H](O)[C@@H]1O
LUMO = 0.787 eV
Highest occupied orbital energy = -7.9061 eV

natural (NBO) atomic charge list, values in e, 6 entries: atom 1 (C): -0.26, atom 2 (O): -0.57, atom 3 (C): 0.39, atom 4 (O): -0.54, atom 5 (C): 0.16, atom 6 (C): -0.67

(5)
Below is a structure of composition C36H44InN8O2S4 in a non-equilibrium geometry, with properties calculated with wB97M-V/def2-TZVPD.

XYZ file:
```
95
Properties=species:S:1:pos:R:3:forces:R:3
In 0.371 -0.605 -0.176 0.727 -0.352 -0.431
C 4.578 4.236 -0.356 0.066 -0.166 0.044
C 4.918 2.760 -0.163 -0.082 0.188 0.019
N 4.070 1.899 -0.971 0.154 0.038 -0.096
C 2.853 1.474 -0.573 -0.397 -0.011 0.068
S 1.879 0.729 -1.788 -0.437 -0.602 0.204
N 2.520 1.690 0.665 1.008 0.585 0.195
N 1.390 1.208 1.192 -1.037 -0.865 -0.202
C 1.011 1.735 2.309 0.519 0.403 -0.348
C 1.737 2.909 2.898 0.129 -0.033 -0.045
C -0.116 1.181 3.065 -0.458 -0.282 0.339
C -0.617 1.841 4.190 0.087 0.073 -0.083
C -1.601 1.233 4.953 0.075 -0.014 -0.025
C -2.063 -0.012 4.572 -0.016 0.117 -0.091
C -1.547 -0.569 3.408 -0.140 -0.090 0.081
N -0.595 -0.004 2.682 -0.051 0.334 -0.236
H 5.176 4.850 0.317 -0.009 0.063 0.010
H 4.784 4.552 -1.379 -0.026 0.027 -0.027
H 3.522 4.401 -0.145 -0.013 0.055 0.028
H 5.955 2.567 -0.439 -0.014 -0.041 0.031
H 4.777 2.477 0.877 0.092 -0.054 -0.026
H 4.244 1.873 -1.962 -0.027 -0.078 0.009
H 2.619 3.129 2.307 -0.039 0.016 0.060
H 1.095 3.792 2.905 -0.053 -0.007 0.043
H 2.038 2.695 3.924 -0.052 0.032 0.044
H -0.243 2.813 4.472 0.028 -0.012 0.001
H -1.985 1.725 5.837 -0.002 0.005 -0.010
H -2.816 -0.530 5.150 -0.011 -0.044 -0.055
H -1.908 -1.524 3.049 0.014 -0.047 -0.026
C 2.976 -4.422 4.102 -0.008 0.170 -0.064
C 2.640 -2.957 3.844 0.054 -0.212 0.017
N 1.358 -2.798 3.173 0.072 -0.026 0.124
C 1.254 -2.660 1.837 -0.095 -0.184 -0.310
S -0.361 -2.675 1.138 -0.331 0.525 -0.584
N 2.318 -2.581 1.101 0.989 -0.127 0.796
N 2.086 -2.281 -0.191 -0.878 0.550 -0.568
C 2.644 -2.917 -1.146 0.170 -0.213 0.514
C 3.647 -4.006 -0.922 -0.015 0.064 0.084
C 2.161 -2.640 -2.511 -0.115 0.048 -0.447
C 2.850 -3.117 -3.623 -0.048 0.008 0.184
C 2.310 -2.929 -4.883 -0.046 0.023 -0.008
C 1.101 -2.266 -4.999 0.077 -0.050 -0.043
C 0.482 -1.825 -3.838 0.021 -0.027 -0.018
N 0.987 -2.006 -2.627 -0.028 -0.066 0.229
H 3.955 -4.500 4.573 0.017 -0.068 0.040
H 2.237 -4.881 4.760 0.005 -0.045 0.026
H 2.995 -4.975 3.163 0.016 -0.036 -0.011
H 2.605 -2.404 4.784 0.021 0.034 -0.050
H 3.396 -2.512 3.201 -0.026 0.093 0.084
H 0.540 -3.120 3.661 -0.078 0.113 -0.078
H 3.770 -4.180 0.143 0.011 0.000 -0.035
H 3.318 -4.927 -1.405 0.018 -0.018 -0.014
H 4.613 -3.728 -1.345 0.015 -0.008 -0.026
H 3.784 -3.644 -3.501 0.033 0.007 0.005
H 2.819 -3.315 -5.755 0.019 0.045 -0.036
H 0.644 -2.111 -5.965 -0.060 0.033 0.015
H -0.472 -1.317 -3.881 0.028 -0.067 -0.091
O -2.836 2.223 0.128 0.511 0.038 -0.189
S -4.049 1.836 0.890 -0.692 0.278 0.117
C -5.306 1.290 -0.320 0.214 -0.348 0.433
C -4.874 -0.019 -1.004 -0.104 0.165 0.090
C -4.645 0.253 -2.482 0.226 -0.199 -0.037
C -3.527 1.271 -2.679 0.015 -0.609 0.169
S -1.865 0.485 -2.817 -0.220 1.044 -0.399
O -1.465 -0.199 -1.525 -0.013 0.103 0.602
C -1.066 2.094 -2.938 0.050 -0.123 -0.078
C -0.551 2.747 -1.835 -0.137 -0.016 0.113
C -0.013 4.014 -1.996 -0.072 0.019 0.007
C -0.029 4.628 -3.240 0.043 -0.031 -0.046
C -0.543 3.960 -4.343 -0.014 0.044 0.015
C -1.057 2.683 -4.195 0.032 -0.158 -0.014
C -4.869 3.380 1.328 -0.005 -0.236 0.274
C -4.278 4.589 1.016 0.163 -0.078 -0.220
C -4.873 5.768 1.444 -0.055 -0.019 0.068
C -6.032 5.724 2.205 0.018 0.048 -0.067
C -6.620 4.505 2.512 -0.025 -0.063 0.006
C -6.036 3.326 2.078 -0.044 0.003 -0.016
H -5.457 2.095 -1.039 -0.051 0.098 0.101
H -6.215 1.162 0.266 -0.067 0.042 -0.026
H -5.645 -0.780 -0.877 0.019 0.015 0.009
H -3.955 -0.414 -0.563 -0.017 0.018 0.065
H -5.577 0.629 -2.910 0.096 0.052 -0.126
H -4.400 -0.673 -3.010 -0.092 -0.010 -0.041
H -3.456 1.982 -1.856 0.095 0.061 -0.118
H -3.634 1.809 -3.621 0.225 -0.045 -0.074
H -0.594 2.283 -0.861 -0.006 0.027 0.043
H 0.413 4.527 -1.145 -0.037 0.020 0.051
H 0.358 5.631 -3.354 0.068 0.006 0.002
H -0.543 4.434 -5.315 -0.007 -0.003 -0.023
H -1.457 2.149 -5.049 0.029 0.000 -0.051
H -3.364 4.596 0.435 0.029 -0.008 0.019
H -4.423 6.717 1.190 0.016 0.023 0.021
H -6.480 6.643 2.557 -0.029 0.015 -0.010
H -7.529 4.468 3.096 -0.016 0.021 0.021
H -6.486 2.370 2.315 -0.018 0.000 0.101
```
Forces are in eV/Å.

Calculated values
Net charge = +1
HOMO-LUMO gap = 0.280 hartree
LUMO = -2.465 eV
Highest occupied orbital energy = -10.0873 eV

natural (NBO) atomic charge list, values in e, 6 entries: atom 1 (In): 1.45, atom 2 (C): -0.62, atom 3 (C): -0.22, atom 4 (N): -0.58, atom 5 (C): 0.31, atom 6 (S): -0.27